1.
The following is a DFT calculation (ωB97M-V/def2-TZVPD) of a 2-piece molecular cluster, C29H41BrF6N2O5P overall.

Each line ends with the Mulliken charge.
CARTESIAN COORDINATES (ANGSTROEM)
C  9.0991  -1.2514  0.7604  -1.466
C  7.6095  -1.0992  0.5210  0.894
C  6.9230  -0.0849  1.3928  -1.167
C  6.9993  -1.8082  -0.4306  -0.720
C  5.5158  -2.0964  -0.5015  -0.548
C  4.7064  -0.9579  -1.1296  -1.468
C  3.1763  -1.1058  -1.0443  0.973
C  2.5620  0.1010  -1.8106  -1.500
C  2.6912  -1.1282  0.4163  -0.496
C  1.4837  -2.0387  0.6713  -2.088
C  0.2596  -1.7900  -0.2115  0.839
O  -0.7212  -0.9335  0.4180  0.644
C  -0.9153  0.2870  -0.1891  -1.815
Br  -1.6953  0.1087  -2.0022  -0.053
C  -1.7018  1.2413  0.7602  1.938
N  -2.3552  2.2833  -0.0355  -0.165
C  -1.4940  3.3079  -0.6207  -0.783
C  -2.1181  3.9466  -1.8714  0.135
C  -3.6350  3.8162  -1.9772  -0.968
F  -1.5354  3.4550  -3.0288  -0.365
C  -0.7623  1.8430  1.8183  -0.716
C  -1.1432  2.9724  2.5410  -1.014
C  -0.2774  3.4912  3.4850  -0.612
C  0.9341  2.8475  3.6986  -0.546
N  1.3108  1.7542  3.0478  -0.643
C  0.4728  1.2851  2.1272  0.036
C  -2.8516  0.4952  1.5128  0.636
F  -2.3224  -0.3018  2.4668  -0.344
F  -3.5929  1.4484  2.1872  -0.409
C  -3.8143  -0.3029  0.6562  -0.085
C  -4.5340  0.2855  -0.3698  -0.064
C  -5.4115  -0.4629  -1.1183  -0.648
C  -5.6141  -1.8020  -0.8609  -1.114
C  -4.8967  -2.3922  0.1697  -0.220
C  -5.1299  -3.8433  0.4954  0.816
F  -6.2743  -3.9859  1.1979  -0.259
F  -5.2536  -4.5915  -0.6122  -0.260
F  -4.1372  -4.3606  1.2530  -0.281
C  -3.9977  -1.6459  0.9193  0.320
P  -0.5204  -3.4075  -0.5349  0.897
O  0.4369  -4.3489  -1.1082  -0.714
O  -1.7652  -3.1827  -1.5209  -0.567
O  -1.1316  -3.8806  0.8666  -0.674
H  9.6806  -0.5070  0.2100  0.290
H  9.4220  -2.2487  0.4822  0.376
H  9.2915  -1.0758  1.8179  0.383
H  5.8439  -0.2111  1.4480  0.150
H  7.3144  -0.1413  2.4115  0.472
H  7.1843  0.9132  1.0356  0.243
H  7.6195  -2.1979  -1.2333  0.312
H  5.1990  -2.3292  0.5149  0.308
H  5.3824  -3.0009  -1.0955  0.431
H  4.9435  -0.9695  -2.1975  0.445
H  5.0090  0.0185  -0.7474  0.342
H  2.9076  -2.0141  -1.5896  0.561
H  2.1322  0.8312  -1.1206  0.150
H  1.7670  -0.2099  -2.4900  0.293
H  3.3277  0.6284  -2.3769  0.568
H  3.4952  -1.5203  1.0385  0.355
H  2.5433  -0.0995  0.7458  0.361
H  1.8208  -3.0606  0.4926  0.810
H  1.2077  -2.0026  1.7273  0.344
H  0.5667  -1.4212  -1.1892  -0.132
H  0.0508  0.7451  -0.4025  0.687
H  -3.0193  2.7523  0.5674  0.717
H  -0.5336  2.9000  -0.9333  0.149
H  -1.2684  4.1206  0.0746  0.532
H  -1.8889  5.0141  -1.8307  0.375
H  -4.1171  3.8979  -1.0046  0.350
H  -3.8611  2.8681  -2.4750  -0.072
H  -4.0088  4.6344  -2.5967  0.507
H  -2.1007  3.4466  2.3728  0.438
H  -0.5184  4.3769  4.0547  0.426
H  1.6156  3.2356  4.4456  0.412
H  0.7880  0.3907  1.6160  0.569
H  -4.3902  1.3335  -0.5718  0.427
H  -5.9553  -0.0171  -1.9402  0.208
H  -6.3170  -2.3972  -1.4260  0.512
H  -3.4544  -2.1238  1.7220  0.865
H  -2.5477  -2.8136  -1.0907  0.170
H  -2.0914  -3.8022  0.9072  0.330
O  -6.8548  2.3144  -2.8077  -0.370
H  -7.6410  2.0140  -3.3105  0.449
H  -7.0489  3.1101  -2.2688  0.446
H  -6.0749  2.4516  -3.3906  0.454

The calculation puts the HOMO-LUMO gap at 4.044 eV. The net charge is +1. The calculation puts the LUMO energy at -5.6 eV. The total energy is -139585.8556 eV. As for the multiplicity: 1.

***

2.
The following is a DFT calculation (ωB97M-V/def2-TZVPD) of one molecule with the formula C4H7NOS2.

Each line ends with the Mulliken charge.
CARTESIAN COORDINATES (ANGSTROEM)
C  1.7668  -0.6916  0.5475  -0.081
C  -0.4786  -1.7017  -0.6979  -0.628
C  -1.4840  0.7652  -0.0018  -0.115
C  -2.1497  1.5276  0.8775  -0.616
H  2.7777  1.5229  -1.1069  0.350
H  2.4839  -0.6671  1.3334  0.374
H  -0.7504  -2.7032  -1.0585  0.367
H  0.1190  -1.2128  -1.4712  0.345
H  -0.6147  1.1079  -0.5148  0.353
H  -1.8235  2.5543  1.0705  0.250
H  -3.0396  1.1641  1.4388  0.219
N  1.7995  0.1322  -0.4214  -0.213
O  2.8876  0.9764  -0.3202  -0.442
S  0.5621  -1.9269  0.7613  -0.056
S  -2.0563  -0.8472  -0.4363  -0.105

The calculation puts the HOMO-LUMO gap at 9.200 eV. The net charge is 0. The calculation puts the LUMO energy at 0.8 eV. The calculation puts the energy above the lowest of the compared OMol25 structures with the same formula, charge and spin at 2.840 eV. The total energy is -29466.9502 eV. As for the multiplicity: 1. As for the structure (SMILES): C=CSCS/C=N/O.

***

3.
The following is a DFT calculation (ωB97M-V/def2-TZVPD) of a 2-piece molecular cluster, C5H4 overall.

Each line ends with the Mulliken charge.
CARTESIAN COORDINATES (ANGSTROEM)
C  -1.9829  -0.0611  -0.2703  -0.491
C  -1.6596  0.2871  0.7498  -0.197
C  1.2786  0.3355  -0.4339  -0.123
C  1.3869  -0.8160  0.1783  0.114
C  0.9373  0.3018  0.9433  -0.686
H  -2.4718  -0.1088  -1.1868  0.354
H  1.6234  0.9110  -1.2633  0.317
H  1.8646  -1.8099  0.0216  0.317
H  -0.9764  0.9603  1.2614  0.395

The calculation puts the HOMO-LUMO gap at 10.127 eV. The net charge is 0. The calculation puts the LUMO energy at 1.0 eV. The calculation puts the energy above the lowest of the compared OMol25 structures with the same formula, charge and spin at 4.339 eV. The total energy is -5241.8568 eV. As for the multiplicity: 1. As for the structure (SMILES): C1=CC=1.C#C.

***

4.
The following is a DFT calculation (ωB97M-V/def2-TZVPD) of one molecule with the formula C29H37N5O4.

Each line ends with the Mulliken charge.
CARTESIAN COORDINATES (ANGSTROEM)
C  -3.1798  0.7850  1.7460  -0.978
H  -3.7468  0.5164  2.6367  0.268
O  -2.6044  -0.4105  1.2787  -0.445
C  -1.8909  -0.3560  0.1155  0.774
C  -1.6940  0.7839  -0.6442  -0.838
C  -0.9711  0.7377  -1.8263  -0.314
C  -0.4416  -0.4551  -2.2812  0.051
C  -0.6348  -1.6048  -1.5198  -0.374
C  -1.3394  -1.5732  -0.3305  0.444
O  -1.5589  -2.6602  0.4726  -0.452
C  -1.0258  -3.8954  0.0692  -1.049
H  -1.3105  -4.6091  0.8415  0.279
H  0.0662  -3.8567  -0.0036  0.316
H  -1.4421  -4.2207  -0.8903  0.415
H  -0.2208  -2.5359  -1.8754  0.491
C  0.3828  -0.5231  -3.5386  -0.453
H  1.3643  -0.0896  -3.3193  0.163
C  -0.2089  0.2516  -4.7338  -1.200
N  0.6992  1.2779  -5.1990  -0.143
C  0.5588  2.5799  -4.8783  0.481
O  -0.4427  3.0420  -4.3674  -0.664
C  1.7797  3.4384  -5.1938  -0.671
H  2.5516  2.8448  -5.6817  0.267
H  1.4884  4.2601  -5.8485  0.406
C  2.3033  3.9965  -3.8618  -0.612
C  2.3510  2.8621  -2.8407  0.477
O  2.8389  1.7802  -3.1101  -0.684
N  1.7889  3.1830  -1.6524  -0.002
C  1.5209  2.3644  -0.5437  0.551
C  1.9110  1.0482  -0.4624  -0.204
C  1.5474  0.2654  0.6425  0.292
C  0.7956  0.8450  1.6972  -2.071
N  0.3856  0.1578  2.7751  -0.209
C  0.6761  -1.1256  2.8733  1.058
N  0.3019  -1.7620  4.0213  -0.027
C  0.0185  -3.1762  4.0904  -1.246
H  0.6166  -3.7361  3.3743  0.411
C  -1.4704  -3.4274  3.8318  -0.543
N  -2.2601  -2.7220  4.8276  -0.235
C  -3.6708  -3.0024  4.6735  -1.033
H  -4.2249  -2.4763  5.4499  0.347
H  -3.8365  -4.0727  4.7927  0.333
H  -4.0578  -2.6931  3.6901  0.296
C  -1.9884  -1.2958  4.7289  0.001
C  -0.5043  -1.0385  4.9822  -1.254
H  -0.2817  0.0228  4.8853  0.528
H  -0.2344  -1.3934  5.9814  0.430
H  -2.5888  -0.7738  5.4776  0.711
H  -2.2415  -0.9130  3.7284  -0.122
H  -1.6817  -4.4970  3.9151  0.627
H  -1.7198  -3.0872  2.8125  0.346
H  0.2695  -3.5179  5.1002  0.442
C  1.4489  -1.7873  1.8764  -0.636
C  1.8894  -1.1116  0.7770  1.299
C  2.7229  -1.7924  -0.2638  -1.939
H  2.2230  -1.7547  -1.2300  0.310
H  2.8995  -2.8324  0.0028  0.350
H  3.6848  -1.2918  -0.3639  0.471
H  1.7171  -2.8252  2.0018  0.314
C  0.4503  2.2099  1.6087  -0.402
C  0.7945  2.9459  0.5125  -0.917
H  0.5068  3.9868  0.4439  0.366
H  -0.1000  2.6495  2.4267  0.585
H  2.4886  0.6177  -1.2607  0.841
H  1.3891  4.1080  -1.5741  0.192
H  1.6435  4.7930  -3.5185  0.253
H  3.3090  4.4001  -3.9954  0.341
H  1.6167  0.9559  -5.4676  0.294
H  -1.1364  0.7523  -4.4528  0.519
H  -0.4161  -0.4267  -5.5663  0.263
H  0.5396  -1.5678  -3.8134  0.473
H  -0.8338  1.6474  -2.3900  0.556
H  -2.0939  1.7307  -0.3208  0.407
H  -2.4100  1.5158  2.0118  0.225
H  -3.8610  1.2187  1.0063  0.451

The calculation puts the HOMO-LUMO gap at 7.856 eV. The net charge is 0. The calculation puts the LUMO energy at 0.7 eV. The calculation puts the energy above the lowest of the compared OMol25 structures with the same formula, charge and spin at 0.000 eV. The total energy is -46315.6262 eV. As for the multiplicity: 1. As for the structure (SMILES): COc1ccc(CCNC(=O)CCC(=O)Nc2ccc3nc(N4CCN(C)CC4)cc(C)c3c2)cc1OC.

***

Highest occupied orbital energy in eV, matching the order above: -9.60; -8.40; -9.15; -7.18